14
Properties=species:S:1:pos:R:3 method="wB97M-V/def2-TZVPD" e_lumo_ha="-0.0875 / -0.1149" gap_ev="7.6 / 5.8" max_force_ev_per_a=3.75 total_charge=0 e_above_lowest_kcal_mol=11.71
S 2.614 -2.201 0.215
H 2.974 -0.018 -0.438
O -3.114 -2.941 -0.736
C -0.766 -2.097 -0.322
H -3.425 -0.212 0.848
H 0.673 0.971 -0.165
C -1.556 0.097 0.251
C 0.935 -0.141 -0.128
C -0.379 -0.816 -0.065
O -1.567 1.307 0.317
S -2.331 -2.408 0.358
N -2.696 -0.741 0.384
C 2.202 -0.642 -0.257
O 4.069 -2.271 0.112